# 1
51
Properties=species:S:1:pos:R:3 method="wB97M-V/def2-TZVPD" gap_ev=8.92 de_lowest_kcal_mol=27.34 e_homo_ev=-8.32
C -2.3302 -0.2479 -3.4999
H -1.4880 -0.9468 -3.4530
O -2.1588 0.8314 -2.6155
C -2.1198 0.5699 -1.2764
C -2.1371 -0.6926 -0.7110
C -2.0551 -0.8606 0.6682
C -1.9530 0.2559 1.4770
C -1.9358 1.5298 0.9284
C -2.0235 1.7026 -0.4407
O -2.0069 2.9145 -1.0846
C -1.4945 4.0172 -0.3716
H -2.1239 4.2921 0.4825
H -1.4965 4.8487 -1.0825
C -0.0560 3.7733 0.1190
O 0.3577 4.2530 1.1537
N 0.6389 2.9985 -0.7283
H 0.1420 2.6557 -1.5384
C 1.9528 2.4097 -0.4738
C 2.9779 3.5270 -0.2719
H 2.6804 4.1479 0.5679
H 3.9587 3.1049 -0.0712
H 3.0380 4.1494 -1.1618
C 2.3098 1.5663 -1.6962
H 1.5776 0.7734 -1.8383
H 3.2873 1.1109 -1.5628
H 2.3380 2.1840 -2.5913
C 1.8689 1.5255 0.7744
H 1.1174 0.7495 0.6365
H 2.8303 1.0583 0.9697
H 1.5914 2.1311 1.6327
H -1.8422 2.3805 1.5834
H -1.8835 0.1445 2.5488
C -1.9962 -2.2427 1.2553
N -0.6093 -2.6863 1.2950
H -0.0570 -1.9958 1.7980
C -0.4402 -3.9872 1.9126
C 1.0302 -4.3934 1.9158
H 1.1439 -5.3483 2.4317
H 1.6112 -3.6435 2.4621
C 1.5809 -4.5164 0.4940
O 2.9442 -4.8708 0.4649
H 3.4459 -4.2047 0.9478
H 1.0623 -5.3154 -0.0398
H 1.4093 -3.5723 -0.0399
H -1.0175 -4.7074 1.3244
H -0.8287 -4.0132 2.9476
H -2.5472 -2.9490 0.6269
H -2.4608 -2.2447 2.2580
H -2.1960 -1.5710 -1.3329
H -3.2608 -0.7882 -3.3000
H -2.3765 0.1930 -4.4944

---

# 2
57
Properties=species:S:1:pos:R:3 method="wB97M-V/def2-TZVPD" gap_ev="4.54 / 9.28" s2=0.750 multiplicity=2 e_homo_ev="-4.67 / -9.44"
Ca 1.0614 -0.1057 4.0216
N 0.0011 -0.7262 0.6474
O 0.2125 -0.3213 1.7692
O 0.1936 0.0146 -0.3389
O -0.3926 -1.8757 0.5606
C -0.7758 -5.2652 -0.4087
O -0.3647 -4.6720 0.7829
H -0.6684 -6.3471 -0.3318
H -1.8592 -5.1460 -0.4130
H -0.3162 -4.8658 -1.3128
H -0.3326 -3.7192 0.6698
C 2.3169 3.1750 -1.5021
O 2.8000 4.0979 -0.4844
H 2.9793 2.4709 -2.0056
H 1.4470 2.6042 -1.1773
H 2.0385 3.7537 -2.3829
H 2.6172 4.9924 -0.7812
C 0.2845 0.8053 -4.0684
O 0.6076 1.0077 -5.2243
N -0.8462 1.0895 -3.5300
N 1.1629 0.3164 -3.1343
H -1.6001 1.0536 -4.2012
H -0.9318 0.7653 -2.5773
H 2.1036 0.1375 -3.4557
H 0.8481 0.0847 -2.2030
C 3.2439 1.4927 2.2260
O 2.9862 0.5098 2.9255
N 2.6510 1.8266 1.1346
N 4.1754 2.3672 2.4422
H 1.9423 1.2441 0.7120
H 3.0518 2.5166 0.5154
H 4.8927 1.9471 3.0159
H 4.3158 3.0552 1.7163
C -1.6447 -2.4493 -2.8584
O -2.3112 -2.6213 -3.8815
N -0.4118 -2.4489 -2.7109
N -2.2756 -2.1419 -1.7326
H 0.0728 -2.5940 -3.5851
H -0.0035 -2.6528 -1.8099
H -1.7846 -1.8939 -0.8855
H -3.2802 -2.0726 -1.6551
C -1.6635 3.7964 0.0473
O -2.2539 4.8178 -0.2756
N -1.9864 2.5862 -0.3194
N -0.5804 3.8737 0.7939
H -1.3699 1.8163 -0.1020
H -2.6461 2.4210 -1.0661
H -0.2949 4.7923 1.1017
H -0.2220 2.9538 1.0071
C -1.7085 -1.8480 4.4263
O -0.6305 -1.4663 4.7476
N -1.8756 -2.5352 3.3536
N -2.7760 -1.7302 5.1411
H -2.7871 -2.9205 3.1514
H -1.1314 -2.6461 2.6799
H -3.6088 -2.2657 4.9415
H -2.6718 -1.0547 5.8847